(1)
{"formula": "C40H68FIN2O2SbSi3Zr", "method": "ωB97M-V/def2-TZVPD", "e_tot_ha": -3378.3117, "relative_energy_kcal_mol": 40.41, "gap_ev": 6.50, "max_force_ha_per_bohr": 0.0191, "total_charge": 1, "species": ["Zr", "C", "C", "C", "C", "C", "C", "C", "C", "C", "C", "C", "C", "C", "C", "C", "C", "C", "H", "H", "H", "H", "H", "H", "H", "H", "H", "H", "H", "H", "H", "H", "H", "H", "H", "H", "H", "H", "H", "H", "H", "H", "H", "H", "H", "H", "H", "C", "C", "N", "C", "C", "C", "O", "C", "C", "N", "C", "C", "C", "C", "C", "C", "I", "C", "O", "H", "H", "H", "H", "H", "H", "H", "H", "H", "H", "H", "H", "F", "C", "Si", "C", "C", "Sb", "Si", "C", "C", "C", "Si", "C", "C", "C", "H", "H", "H", "H", "H", "H", "H", "H", "H", "H", "H", "H", "H", "H", "H", "H", "H", "H", "H", "H", "H", "H", "H", "H", "H", "H", "H"], "positions_angstrom": [[0.01, 0.05, 0.45], [1.57, 1.51, 1.64], [2.18, 0.98, 2.87], [1.33, 1.32, 3.93], [0.25, 2.07, 3.37], [0.41, 2.28, 2.02], [-0.20, 3.45, 1.27], [-1.60, 3.76, 1.80], [0.70, 4.67, 1.52], [-0.23, 3.22, -0.23], [1.46, 1.17, 5.45], [1.71, -0.28, 5.95], [2.56, 2.11, 5.97], [0.16, 1.63, 6.13], [3.62, 0.45, 2.79], [4.55, 1.68, 2.88], [3.87, -0.21, 1.44], [4.04, -0.56, 3.85], [2.23, 1.83, 0.83], [-0.58, 2.48, 3.94], [-1.56, 4.17, 2.81], [-2.22, 2.86, 1.82], [-2.09, 4.50, 1.16], [0.80, 4.86, 2.59], [0.27, 5.57, 1.06], [1.70, 4.52, 1.11], [-0.72, 2.28, -0.53], [0.77, 3.26, -0.66], [-0.83, 3.99, -0.72], [2.02, -0.96, 5.17], [0.81, -0.70, 6.41], [2.49, -0.30, 6.72], [3.55, 1.78, 5.68], [2.53, 2.15, 7.06], [2.41, 3.12, 5.58], [-0.71, 1.09, 5.77], [-0.02, 2.70, 6.00], [0.25, 1.45, 7.21], [4.30, 2.42, 2.11], [5.59, 1.38, 2.73], [4.47, 2.18, 3.85], [3.83, 0.51, 0.62], [3.14, -1.00, 1.23], [4.86, -0.66, 1.43], [3.96, -0.19, 4.87], [5.09, -0.82, 3.68], [3.47, -1.49, 3.77], [3.89, -1.45, -1.67], [2.75, -2.42, -1.78], [2.94, -3.50, -2.54], [2.00, -4.43, -2.63], [0.79, -4.36, -1.95], [-0.19, -5.51, -2.15], [0.40, -6.77, -1.89], [0.56, -3.23, -1.17], [-0.62, -3.16, -0.31], [-1.02, -2.17, 0.38], [-2.14, -2.42, 1.24], [-3.33, -2.94, 0.76], [-4.38, -3.18, 1.64], [-4.23, -2.90, 3.00], [-3.03, -2.37, 3.47], [-2.01, -2.13, 2.58], [-0.20, -1.29, 3.15], [1.54, -2.24, -1.10], [1.35, -1.14, -0.35], [4.36, -1.33, -2.65], [4.65, -1.85, -1.00], [3.58, -0.49, -1.29], [2.21, -5.28, -3.27], [-0.49, -5.54, -3.19], [-1.11, -5.38, -1.57], [0.77, -6.78, -1.00], [-1.18, -4.08, -0.20], [-3.45, -3.13, -0.30], [-5.31, -3.58, 1.27], [-5.05, -3.09, 3.68], [-2.91, -2.14, 4.53], [-1.81, 0.52, 0.83], [-0.27, -2.58, -4.81], [-1.70, -1.48, -4.41], [-2.05, -0.39, -5.87], [-3.18, -2.50, -3.96], [-1.16, -0.07, -2.34], [0.50, 1.56, -3.45], [1.92, 1.65, -2.21], [1.26, 0.88, -4.99], [-0.27, 3.21, -3.80], [-3.48, 1.05, -2.14], [-3.47, 2.68, -1.27], [-4.32, 1.28, -3.78], [-4.42, -0.19, -1.13], [-0.45, -3.04, -5.79], [-0.17, -3.38, -4.07], [0.67, -2.04, -4.86], [-2.70, -0.95, -6.55], [-1.12, -0.16, -6.40], [-2.54, 0.55, -5.62], [-3.37, -3.22, -4.77], [-4.08, -1.90, -3.82], [-3.00, -3.07, -3.04], [2.72, 0.98, -2.56], [1.65, 1.29, -1.21], [2.33, 2.65, -2.11], [1.76, -0.08, -4.80], [2.03, 1.59, -5.31], [0.56, 0.76, -5.81], [-1.02, 3.49, -3.06], [-0.76, 3.18, -4.78], [0.50, 3.99, -3.83], [-2.84, 3.42, -1.77], [-3.14, 2.58, -0.23], [-4.50, 3.05, -1.28], [-3.82, 2.03, -4.40], [-5.33, 1.66, -3.56], [-4.42, 0.36, -4.35], [-3.95, -0.32, -0.15], [-4.46, -1.16, -1.63], [-5.44, 0.16, -0.99]], "mulliken_charge": [-0.370, -1.315, 0.261, -0.033, -0.583, 1.150, 1.993, -2.028, -1.946, -1.298, 2.374, -1.787, -1.721, -2.316, 2.102, -1.686, -2.171, -2.211, 0.976, 0.600, 0.479, 0.288, 0.445, 0.363, 0.476, 0.357, -0.239, 0.115, 0.691, 0.301, 0.302, 0.409, 0.287, 0.518, 0.296, 0.425, 0.398, 0.486, 0.231, 0.508, 0.257, 0.392, 0.066, 0.691, 0.284, 0.605, 0.303, -0.873, 0.047, -0.595, -0.745, 0.334, -0.581, -0.571, 1.009, -1.517, 0.965, -1.142, 0.235, -0.960, -0.803, -0.553, 0.808, 0.157, 0.101, 0.588, 0.439, 0.281, -0.130, 0.473, 0.281, 0.358, 0.360, 0.778, 0.438, 0.448, 0.412, 0.487, -0.554, -0.500, 1.129, -1.137, -1.046, -0.895, 0.689, -0.860, -1.159, -1.070, 0.633, -0.635, -1.196, -0.760, 0.548, -0.352, 0.132, 0.445, 0.423, 0.242, 0.483, 0.304, 0.152, 0.619, 0.096, 0.760, 0.271, 0.456, 0.247, 0.141, 0.355, 0.432, 0.293, -0.205, 0.562, 0.312, 0.422, 0.298, -0.052, 0.142, 0.582]}

(2)
{"formula": "C40H68O50S8", "method": "ωB97M-V/def2-TZVPD", "e_tot_ha": -8512.3739, "relative_energy_kcal_mol": 1.36, "gap_ev": 9.54, "max_force_ha_per_bohr": 0.1211, "total_charge": 0, "species": ["C", "C", "O", "S", "O", "O", "O", "H", "H", "H", "H", "C", "C", "O", "S", "O", "O", "O", "H", "H", "H", "H", "C", "C", "O", "S", "O", "O", "O", "H", "H", "H", "H", "C", "C", "O", "S", "O", "O", "O", "H", "H", "H", "H", "C", "C", "O", "S", "O", "O", "O", "H", "H", "H", "H", "C", "C", "O", "S", "O", "O", "O", "H", "H", "H", "H", "C", "C", "O", "S", "O", "O", "O", "H", "H", "H", "H", "C", "C", "O", "S", "O", "O", "O", "H", "H", "H", "H", "C", "C", "C", "O", "C", "O", "O", "H", "H", "H", "H", "H", "H", "C", "C", "C", "O", "C", "O", "O", "H", "H", "H", "H", "H", "H", "C", "C", "C", "O", "C", "O", "O", "H", "H", "H", "H", "H", "H", "C", "C", "C", "O", "C", "O", "O", "H", "H", "H", "H", "H", "H", "C", "C", "C", "O", "C", "O", "O", "H", "H", "H", "H", "H", "H", "C", "C", "C", "O", "C", "O", "O", "H", "H", "H", "H", "H", "H"], "positions_angstrom": [[-4.26, -0.36, 2.73], [-3.33, -1.22, 1.89], [-2.05, -1.12, 2.66], [-1.96, 0.16, 3.55], [-0.85, 0.94, 3.11], [-1.89, -0.16, 4.93], [-3.37, 0.75, 3.20], [-4.76, -0.83, 3.59], [-5.01, 0.12, 2.13], [-3.13, -0.92, 0.86], [-3.59, -2.25, 1.91], [0.77, 1.62, 5.96], [1.89, 2.22, 6.73], [1.27, 3.58, 7.14], [-0.25, 3.64, 6.85], [-0.54, 4.25, 5.59], [-0.91, 4.12, 7.97], [-0.45, 2.09, 6.72], [0.82, 0.55, 6.00], [0.72, 2.05, 4.97], [2.88, 2.31, 6.27], [1.97, 1.74, 7.70], [3.97, -0.92, 2.59], [2.72, -0.15, 2.86], [2.82, 0.20, 4.25], [3.73, -0.79, 5.03], [3.04, -1.61, 5.97], [4.83, -0.14, 5.68], [4.16, -1.68, 3.82], [4.92, -0.37, 2.54], [3.76, -1.61, 1.76], [1.78, -0.70, 2.78], [2.65, 0.74, 2.24], [4.45, -1.93, -4.45], [3.16, -2.43, -5.02], [3.25, -2.50, -6.48], [4.63, -1.86, -6.87], [4.46, -0.96, -7.97], [5.62, -2.88, -7.02], [4.88, -1.05, -5.54], [5.25, -2.69, -4.41], [4.37, -1.45, -3.47], [2.42, -1.65, -4.85], [2.77, -3.35, -4.53], [2.08, 5.28, 2.52], [1.23, 4.02, 2.66], [2.10, 2.93, 3.02], [3.56, 3.52, 3.25], [4.51, 2.60, 2.71], [3.78, 3.97, 4.61], [3.46, 4.79, 2.34], [2.09, 5.93, 3.39], [1.91, 5.77, 1.58], [0.79, 3.72, 1.65], [0.40, 4.24, 3.38], [-8.05, 0.02, -4.78], [-7.95, -1.20, -3.84], [-6.68, -1.00, -3.03], [-5.98, 0.32, -3.57], [-5.08, 0.06, -4.65], [-5.42, 1.07, -2.48], [-7.26, 1.06, -4.07], [-9.08, 0.35, -4.81], [-7.57, -0.12, -5.76], [-7.91, -2.16, -4.38], [-8.76, -1.21, -3.09], [-2.05, 5.39, 1.63], [-2.91, 4.65, 0.62], [-1.92, 4.22, -0.36], [-0.82, 5.23, -0.53], [-1.03, 6.18, -1.58], [0.41, 4.51, -0.72], [-0.94, 5.89, 0.81], [-1.57, 4.73, 2.35], [-2.48, 6.24, 2.14], [-3.50, 5.35, 0.04], [-3.43, 3.77, 1.00], [-2.16, -1.25, -5.32], [-3.10, -1.97, -4.35], [-2.27, -3.15, -4.03], [-0.85, -2.64, -3.69], [0.16, -3.53, -4.14], [-0.78, -2.23, -2.31], [-0.89, -1.39, -4.68], [-2.31, -0.22, -5.61], [-2.06, -1.86, -6.18], [-4.04, -2.33, -4.75], [-3.31, -1.53, -3.40], [3.89, -4.76, 1.27], [3.36, -4.02, 0.00], [4.39, -3.22, -0.83], [4.16, -3.64, -2.16], [3.27, -4.65, -2.21], [2.91, -5.14, -3.18], [2.97, -5.04, -0.95], [4.07, -4.09, 2.10], [4.86, -5.24, 1.12], [3.18, -5.51, 1.54], [2.51, -3.36, 0.26], [5.45, -3.47, -0.65], [4.24, -2.16, -0.75], [-0.53, -4.15, 7.00], [-0.87, -3.26, 5.84], [-0.11, -1.96, 5.92], [0.22, -1.65, 4.53], [0.16, -2.84, 3.85], [0.47, -3.03, 2.70], [-0.45, -3.81, 4.54], [0.50, -4.51, 6.99], [-1.16, -5.06, 7.05], [-0.69, -3.67, 7.98], [-1.97, -3.18, 5.77], [0.85, -2.04, 6.42], [-0.71, -1.18, 6.35], [-0.83, -5.39, 0.27], [-1.84, -4.75, -0.68], [-3.13, -5.53, -0.66], [-4.13, -4.59, -0.83], [-3.66, -3.40, -0.40], [-4.33, -2.42, -0.25], [-2.37, -3.48, -0.19], [-1.21, -5.68, 1.26], [-0.01, -4.71, 0.57], [-0.50, -6.34, -0.19], [-1.44, -4.53, -1.69], [-3.30, -6.03, 0.28], [-3.13, -6.30, -1.43], [-1.37, 0.93, -1.01], [0.08, 0.62, -0.50], [0.36, -0.73, 0.07], [1.56, -1.16, -0.56], [1.87, -0.40, -1.61], [2.89, -0.44, -2.22], [0.97, 0.59, -1.67], [-1.67, 0.09, -1.64], [-1.20, 1.80, -1.62], [-2.03, 1.10, -0.16], [0.53, 1.37, 0.13], [-0.42, -1.36, -0.26], [0.41, -0.77, 1.19], [5.33, 2.86, -3.33], [4.86, 2.89, -1.88], [3.32, 2.63, -1.61], [3.35, 1.72, -0.52], [4.59, 1.21, -0.36], [4.87, 0.29, 0.33], [5.48, 1.85, -1.18], [5.07, 1.93, -3.78], [6.36, 3.15, -3.43], [4.78, 3.68, -3.82], [5.16, 3.84, -1.41], [2.79, 2.13, -2.40], [2.80, 3.54, -1.34], [-3.47, 5.65, -4.22], [-2.52, 4.49, -4.35], [-2.99, 3.25, -3.58], [-2.64, 2.19, -4.40], [-2.39, 2.66, -5.67], [-2.19, 1.91, -6.55], [-2.52, 3.98, -5.67], [-2.99, 6.47, -4.75], [-3.62, 5.84, -3.16], [-4.45, 5.38, -4.60], [-1.49, 4.64, -4.06], [-4.02, 3.27, -3.32], [-2.50, 3.14, -2.60]], "mulliken_charge": [-0.618, 0.321, -0.388, 1.446, -0.326, -0.817, -0.375, 0.292, 0.335, 0.034, 0.119, 1.428, -0.150, -0.415, 1.088, -0.505, -0.646, -0.441, -0.591, -0.442, 0.215, 0.437, 0.483, 2.276, -0.105, 1.269, -0.633, -0.712, -0.448, 0.439, -0.570, -1.748, -0.326, 0.434, 0.245, -0.318, 1.117, -0.609, -0.590, -0.315, 0.406, -0.423, 0.058, -0.019, -0.609, 1.243, 0.037, 1.312, -0.538, -0.748, -0.416, 0.363, 0.320, -0.641, -0.419, -0.404, -0.296, -0.325, 1.505, -0.612, -0.665, -0.367, 0.318, 0.275, 0.301, 0.285, -0.005, -0.265, -0.311, 0.885, -0.662, -0.157, -0.304, -0.139, 0.372, 0.216, 0.383, -0.126, 0.002, -0.370, 0.983, -0.735, -0.307, -0.418, 0.072, 0.318, 0.459, -0.088, -1.614, 1.945, 0.400, -0.231, 0.530, -0.497, -0.509, 0.215, 0.415, 0.410, -0.762, 0.356, -0.559, -1.659, 0.444, -1.106, 0.918, -0.258, -0.328, -0.445, 0.370, 0.392, 0.384, 0.188, 0.476, 0.636, -1.458, 1.158, -0.860, -0.426, 0.261, -0.620, 0.607, 0.404, 0.024, 0.468, -0.239, 0.379, 0.409, -0.767, 1.537, 0.906, 1.536, -0.460, -0.540, -0.627, -0.116, 0.089, 0.146, -0.242, -1.172, -0.368, -1.459, 0.315, -0.289, 0.649, 0.065, -0.460, -0.472, 0.277, 0.406, 0.376, 0.363, 0.030, 0.302, -1.462, 0.635, 0.305, 0.006, 0.436, -0.559, -0.440, 0.379, 0.269, 0.423, 0.372, 0.091, -0.331]}

(3)
{"formula": "C40H70N4O6P", "method": "ωB97M-V/def2-TZVPD", "e_tot_ha": -2577.7587, "gap_ev": 8.80, "max_force_ha_per_bohr": 0.0650, "total_charge": 1, "species": ["C", "C", "C", "C", "C", "C", "C", "C", "C", "C", "C", "C", "C", "C", "C", "C", "O", "N", "C", "P", "O", "O", "O", "C", "C", "C", "O", "C", "C", "O", "C", "C", "C", "C", "C", "C", "H", "H", "H", "H", "H", "H", "H", "H", "H", "H", "H", "H", "H", "H", "H", "H", "H", "H", "H", "H", "H", "H", "H", "H", "H", "H", "H", "H", "H", "H", "H", "H", "H", "H", "H", "H", "H", "H", "H", "H", "H", "H", "H", "H", "H", "H", "H", "H", "H", "C", "C", "C", "C", "N", "H", "H", "H", "H", "H", "H", "H", "C", "C", "C", "C", "N", "H", "H", "H", "H", "H", "H", "H", "C", "C", "C", "C", "N", "H", "H", "H", "H", "H", "H", "H"], "positions_angstrom": [[-1.38, -3.84, -2.02], [-0.95, -3.58, -3.50], [-2.18, -3.56, -4.42], [-3.09, -2.32, -4.30], [-2.36, -0.96, -4.34], [-2.11, -0.31, -2.97], [-3.39, -0.13, -2.08], [-3.20, -0.71, -0.66], [-2.95, 0.34, 0.43], [-2.01, 1.48, -0.02], [-1.02, 1.98, 1.07], [0.37, 2.34, 0.50], [0.16, 3.49, -0.52], [-0.03, 3.02, -1.99], [0.98, 3.70, -2.94], [1.78, 2.68, -3.78], [2.22, 1.55, -3.00], [1.03, 1.15, -0.11], [1.86, 0.34, 0.81], [1.90, -1.42, 0.26], [0.54, -1.87, -0.04], [2.90, -1.48, -0.98], [2.58, -2.31, 1.40], [1.49, 0.45, 2.29], [1.53, 1.92, 2.79], [1.31, 2.92, 1.62], [2.58, 3.33, 1.09], [0.71, 4.21, 2.25], [1.56, 4.72, 3.43], [1.13, 4.58, 4.55], [2.86, 5.44, 3.20], [2.93, 6.80, 2.90], [4.17, 7.37, 2.67], [5.35, 6.64, 2.72], [5.29, 5.28, 3.05], [4.05, 4.71, 3.27], [-1.04, -4.81, -1.66], [-2.45, -3.70, -1.88], [-0.90, -3.09, -1.39], [-0.34, -2.67, -3.56], [-0.36, -4.45, -3.80], [-1.91, -3.71, -5.47], [-2.79, -4.42, -4.13], [-3.70, -2.44, -3.40], [-3.79, -2.33, -5.14], [-2.84, -0.23, -4.99], [-1.37, -1.14, -4.78], [-1.35, -0.85, -2.39], [-1.69, 0.70, -3.15], [-4.25, -0.54, -2.59], [-3.58, 0.95, -2.00], [-2.38, -1.44, -0.64], [-4.11, -1.27, -0.41], [-2.55, -0.16, 1.32], [-3.91, 0.79, 0.69], [-1.49, 1.16, -0.93], [-2.63, 2.34, -0.30], [-1.47, 2.83, 1.58], [-0.96, 1.19, 1.82], [0.95, 4.24, -0.49], [-0.76, 4.01, -0.23], [0.01, 1.94, -2.13], [-1.03, 3.32, -2.32], [0.44, 4.34, -3.64], [1.70, 4.34, -2.43], [2.69, 3.20, -4.10], [1.24, 2.41, -4.69], [1.54, 0.87, -3.11], [1.63, 1.42, -0.91], [0.32, 0.52, -0.53], [2.89, 0.71, 0.72], [3.50, -0.71, -0.97], [3.30, -1.83, 1.82], [0.55, -0.04, 2.55], [2.26, -0.12, 2.82], [2.44, 2.11, 3.35], [0.68, 2.05, 3.46], [2.67, 3.08, 0.17], [0.71, 5.03, 1.53], [-0.28, 4.03, 2.67], [2.02, 7.40, 2.82], [4.25, 8.43, 2.42], [6.32, 7.09, 2.52], [6.19, 4.67, 3.10], [3.99, 3.66, 3.50], [0.79, -6.62, -0.28], [1.45, -6.82, -1.65], [2.85, -6.21, -1.73], [2.80, -4.77, -1.49], [2.75, -3.63, -1.30], [0.65, -5.57, -0.06], [-0.19, -7.10, -0.26], [1.40, -7.07, 0.51], [0.81, -6.38, -2.42], [1.51, -7.89, -1.87], [3.29, -6.39, -2.71], [3.51, -6.67, -0.98], [-6.26, 3.04, 0.47], [-7.61, 3.08, -0.25], [-8.07, 1.71, -0.75], [-7.10, 1.16, -1.71], [-6.34, 0.74, -2.46], [-5.47, 2.70, -0.21], [-5.99, 4.03, 0.83], [-6.30, 2.36, 1.32], [-7.55, 3.77, -1.09], [-8.37, 3.48, 0.43], [-9.04, 1.78, -1.24], [-8.16, 1.01, 0.09], [2.58, -5.33, 5.79], [3.74, -4.59, 5.13], [3.62, -4.55, 3.60], [3.63, -5.91, 3.05], [3.63, -6.97, 2.61], [2.55, -6.38, 5.49], [2.68, -5.30, 6.88], [1.62, -4.87, 5.53], [4.68, -5.06, 5.42], [3.76, -3.56, 5.50], [4.46, -4.00, 3.17], [2.70, -4.06, 3.29]], "mulliken_charge": [-0.152, -0.190, -1.324, -0.613, -1.482, 1.003, -0.907, -0.625, -1.088, 1.042, -2.053, 1.492, -2.532, 1.238, -1.088, -0.673, -0.513, 1.875, 0.170, 0.339, -0.540, -0.434, -0.236, -1.533, -1.079, 0.021, -0.468, -0.441, -0.354, -0.558, 0.491, -0.276, -0.625, -0.447, -0.870, 0.082, 0.186, 0.365, -0.430, 0.117, 0.456, 0.400, 0.421, 0.402, 0.362, 0.412, 0.554, -0.400, -0.345, 0.990, 0.508, -0.057, 0.460, 0.596, 0.052, -1.129, 0.668, 0.383, 0.398, 0.926, 0.138, -1.136, 0.757, 0.408, 0.371, 0.416, 0.316, 0.254, 0.525, -0.324, 0.509, 0.355, 0.297, 0.285, 0.813, 0.382, 0.320, 0.503, 0.493, 0.454, 0.490, 0.373, 0.414, 0.417, 0.231, -1.028, -0.208, -0.568, 0.259, -0.459, 0.160, 0.337, 0.365, 0.102, 0.343, 0.326, 0.288, -0.816, -0.522, -0.502, 0.291, -0.404, 0.042, 0.396, 0.305, 0.317, 0.320, 0.312, 0.275, -1.166, -0.604, 0.387, 0.128, -0.494, 0.361, 0.349, 0.302, 0.309, 0.320, 0.225, -0.061]}